1.
Molecular formula: C43H44CoF3N5OP
Method: DFT, ωB97M-V/def2-TZVPD

Geometry as ORCA input:
```
! wB97M-V def2-TZVPD RIJCOSX def2/J DEFGRID3
* xyz -1 2
Co -0.90806 -0.59199 -0.06114
C 3.03261 2.96372 -2.95472
C 4.02437 1.83579 -3.01549
C 5.39015 2.07774 -3.10233
C 6.31317 1.04128 -3.14278
C 5.86980 -0.27090 -3.12181
C 4.50971 -0.53674 -3.06215
C 3.58737 0.50304 -2.98442
N 2.20321 0.22905 -2.93708
C 1.51727 -0.37715 -1.87670
N 2.31077 -0.95913 -0.95014
C 1.96708 -1.50965 0.31754
C 0.67177 -1.42173 0.83508
C 0.53051 -2.06563 2.07672
C 1.56462 -2.66691 2.77549
C 2.83782 -2.68047 2.22682
C 3.05069 -2.11742 0.97893
C 4.42685 -2.15972 0.36388
N 0.22500 -0.39589 -1.85319
C -0.37510 0.27904 -2.95752
C -0.67209 1.63096 -2.84090
C -1.18185 2.32818 -3.92716
C -1.40778 1.67006 -5.12638
C -1.13010 0.31271 -5.22829
C -0.60951 -0.40069 -4.15508
C -0.30743 -1.86727 -4.25823
H 3.54511 3.92148 -2.87241
H 2.36326 2.85336 -2.09965
H 2.40281 2.99847 -3.84870
H 5.73577 3.10509 -3.12095
H 7.37205 1.26017 -3.19514
H 6.57614 -1.09023 -3.16532
H 4.14494 -1.55655 -3.08186
H 1.61810 0.88940 -3.42891
H 3.28891 -0.75956 -1.06570
H -0.44642 -2.09960 2.54264
H 1.37992 -3.11685 3.74529
H 3.66799 -3.13808 2.75480
H 5.11575 -2.69407 1.01792
H 4.84624 -1.15885 0.20441
H 4.42542 -2.66692 -0.60640
H -0.55051 2.08102 -1.86240
H -1.42542 3.37898 -3.82490
H -1.81535 2.20396 -5.97647
H -1.32707 -0.20971 -6.15857
H -0.73594 -2.28673 -5.16910
H -0.72339 -2.39406 -3.39882
H 0.77107 -2.05004 -4.26967
N -3.02342 -1.75981 2.13736
P -2.20298 -0.25242 2.02302
C -3.53251 0.99588 2.14291
C -3.37107 2.17178 1.41830
C -4.33539 3.17041 1.49980
C -5.45619 2.99926 2.29828
C -5.61166 1.83079 3.03639
C -4.64549 0.83988 2.96572
C -1.58051 -0.06248 3.73800
C -1.54558 -1.08405 4.68109
C -1.03356 -0.85650 5.95348
C -0.54568 0.39568 6.29374
C -0.57172 1.42050 5.35475
C -1.08576 1.19410 4.08864
C -2.78801 -2.76646 1.22284
C -3.44755 -3.99999 1.34635
C -3.16459 -4.99894 0.44533
C -2.22874 -4.77307 -0.56042
C -1.63285 -3.53058 -0.60916
N -1.90529 -2.54666 0.24833
H -3.76623 -1.93977 2.79569
H -2.47821 2.29593 0.81323
H -4.20793 4.08276 0.93017
H -6.20857 3.77719 2.35423
H -6.47923 1.69900 3.67193
H -4.75736 -0.05597 3.56974
H -1.90031 -2.07367 4.41717
H -1.00989 -1.66420 6.67544
H -0.14074 0.57258 7.28270
H -0.18202 2.39892 5.60839
H -1.09773 1.98596 3.34858
H -4.16318 -4.14748 2.14562
H -3.66506 -5.95629 0.52724
H -1.97358 -5.53351 -1.28441
H -0.89773 -3.28521 -1.36678
C 0.61041 3.59413 0.23910
C 0.75750 2.07422 0.42909
C 1.65149 1.82885 1.65476
O -0.47281 1.47169 0.50720
H 1.58008 4.10457 0.19748
H 0.04100 3.99786 1.08321
H 0.05587 3.82593 -0.67410
H 1.33615 1.70199 -0.44860
H 1.20572 2.30182 2.53597
H 2.65312 2.25252 1.51194
H 1.74530 0.76209 1.85556
F -2.72048 -1.01187 -2.21045
C -2.64920 -0.20514 -1.06905
F -3.00206 1.02938 -1.56094
F -3.82600 -0.59254 -0.40387
*
```

Output
HOMO-LUMO gap (spin up / spin down) = 6.371 / 6.689 eV
Expectation value of S² = 0.76
Lowest unoccupied orbital energy (spin up / spin down) = 2.6 / 2.6 eV
Relative energy (zero: lowest compared OMol25 entry of this formula, charge and spin) = 15.6 kJ/mol

Mulliken atomic charge list, values in e, 2 entries: number 1, Co, carries 0.243; number 2, C, carries -1.166

2.
Molecular formula: C43H45BInN3P2S
Method: DFT, ωB97M-V/def2-TZVPD

Geometry as ORCA input:
```
! wB97M-V def2-TZVPD RIJCOSX def2/J DEFGRID3
* xyz 0 1
In 0.94733 0.68990 -0.69967
C 0.08246 -6.19303 2.39006
C 1.46067 -5.52920 2.29183
C 2.67223 -6.50123 2.50725
C 1.57306 -4.94176 0.88486
C 2.84917 -4.49134 0.45134
C 3.02550 -3.98838 -0.84929
C 1.91098 -3.85850 -1.73170
C 2.12498 -3.38528 -3.18943
C 0.66256 -4.31488 -1.30790
C 0.47726 -4.77334 -0.01536
H 0.07303 -6.43629 3.46381
H 0.02269 -7.08156 1.79515
H -0.63201 -5.39124 2.23043
H 1.54857 -4.64882 2.94554
H 2.71535 -7.22779 1.65759
H 2.60338 -7.16870 3.37297
H 3.68989 -6.07101 2.59220
H 3.67037 -4.78222 1.10804
H 3.95998 -3.59669 -1.20980
H 1.46075 -4.00338 -3.81870
H 3.21774 -3.45736 -3.54476
H 1.77073 -2.34476 -3.35805
H -0.05024 -4.38718 -2.07899
H -0.59052 -4.89828 0.28335
N -1.84092 1.51919 1.15519
P -0.59367 1.51825 2.28083
C -0.57603 3.12355 3.09523
C 0.64519 3.78449 3.30273
C 0.61013 5.09396 3.86499
C -0.55990 5.63605 4.32233
C -1.76209 4.91967 4.22195
C -1.76521 3.60419 3.67987
C -0.99150 0.24431 3.47748
C -1.20140 0.49898 4.82038
C -1.50514 -0.57331 5.68152
C -1.62320 -1.89111 5.19313
C -1.42577 -2.14539 3.80970
C -0.94338 -1.09956 3.00655
P -1.76102 1.68196 -0.63884
C -3.24874 0.81490 -1.15374
C -4.29634 1.36532 -1.98538
C -5.13650 0.46986 -2.58285
C -5.04000 -0.89619 -2.39968
C -4.23593 -1.35924 -1.42224
C -3.26217 -0.52049 -0.84318
C -1.97929 3.46537 -0.88721
C -2.91698 4.17844 -0.08681
C -3.17431 5.49404 -0.28709
C -2.34741 6.20591 -1.17131
C -1.41214 5.58842 -1.99973
C -1.22311 4.20118 -1.87425
H -2.75995 1.10225 1.41418
H 1.59866 3.32852 2.96684
H 1.57029 5.68738 3.85068
H -0.59541 6.69070 4.65163
H -2.70206 5.35644 4.63531
H -2.70635 3.06997 3.54984
H -1.10772 1.47883 5.21944
H -1.63928 -0.36190 6.72834
H -1.98317 -2.66429 5.85582
H -1.62486 -3.12884 3.44496
H -0.59942 -1.36852 1.98359
H -4.34123 2.41429 -2.09770
H -5.92260 0.82938 -3.17956
H -5.63748 -1.51773 -3.08005
H -4.17516 -2.42369 -1.14380
H -2.47744 -0.93644 -0.20092
H -3.50330 3.66086 0.65522
H -4.01490 5.95178 0.23021
H -2.42513 7.31734 -1.27991
H -0.91055 6.15221 -2.77151
H -0.52750 3.68157 -2.55693
B -0.25339 -0.05638 -5.24414
C -0.03325 -0.12540 -3.71816
N 0.17885 -0.18193 -2.55487
H -0.08352 1.13360 -5.65937
H -1.46183 -0.19454 -5.28740
H 0.34551 -0.95128 -5.81403
S 3.16525 3.56681 -4.05874
C 2.23137 3.23097 -2.68243
N 2.45838 2.06934 -2.00122
C 3.51893 1.33891 -2.60356
C 4.03963 0.10597 -2.20750
C 4.91618 -0.48861 -3.07496
C 5.18073 0.03196 -4.38776
C 4.79697 1.34161 -4.69291
C 3.91382 1.96833 -3.80335
H 1.68403 4.02482 -2.19686
H 3.99252 -0.21095 -1.15259
H 5.46038 -1.42480 -2.83854
H 5.83993 -0.61279 -5.10911
H 4.97950 1.82491 -5.66821
C 0.94507 1.06020 1.54619
H 1.60264 1.92198 1.52288
H 1.38786 0.16668 2.06063
*
```

Output
HOMO-LUMO gap (spin up / spin down) = 4.263 / 4.264 eV
Lowest unoccupied orbital energy (spin up / spin down) = 0.0 / 0.0 eV
Relative energy (zero: lowest compared OMol25 entry of this formula, charge and spin) = 296.7 kJ/mol

Mulliken atomic charge list, values in e, 2 entries: number 1, In, carries 0.405; number 2, C, carries -1.372

- Among the records above, which one has the lowest relative energy (zero: lowest compared OMol25 entry of this formula, charge and spin)?
  C43H44CoF3N5OP

- Which formula does entry 1 have?
  C43H44CoF3N5OP

- Which value of relative energy (zero: lowest compared OMol25 entry of this formula, charge and spin) does entry 1 give?
  15.6 kJ/mol